[1]
One molecule with the formula C5H15N3, computed with ωB97M-V/def2-TZVPD.

The geometry in XYZ format:
```
23
Properties=species:S:1:pos:R:3:forces:R:3
C -0.048 -0.324 1.780 -0.68 -0.88 0.83
C -0.056 -0.726 0.322 0.84 0.22 -0.41
C 1.368 -0.627 -0.280 -0.69 -1.07 0.16
C 1.968 0.743 -0.329 0.49 0.71 0.42
N 3.326 0.712 -0.873 0.17 -0.05 -0.06
N -0.977 0.023 -0.528 -0.66 0.16 -0.01
C -2.349 -0.480 -0.420 1.09 -1.24 0.28
N -3.318 0.419 -0.997 -0.30 0.50 0.69
H 0.373 0.621 1.963 0.78 1.46 -0.11
H -1.015 -0.260 2.290 -0.25 -0.31 -0.43
H 0.539 -1.017 2.377 0.15 -0.23 -0.01
H -0.304 -1.785 0.261 -0.30 -0.07 -0.11
H 1.281 -1.052 -1.285 0.10 0.24 -0.11
H 2.002 -1.339 0.261 0.19 0.35 0.09
H 2.023 1.223 0.655 0.16 -0.46 0.15
H 1.343 1.437 -0.868 -0.58 0.11 -0.59
H 3.309 0.613 -1.882 -0.06 -0.11 0.02
H 3.794 1.589 -0.691 0.05 0.05 0.04
H -0.967 0.992 -0.232 0.02 0.13 -0.02
H -2.529 -0.813 0.619 -0.39 0.54 0.14
H -2.359 -1.431 -0.958 -0.14 0.06 -0.34
H -3.183 1.336 -0.568 0.09 -0.02 -0.23
H -4.222 0.147 -0.616 -0.07 -0.09 -0.37
```
Forces are in eV/Å.

## Properties
ΔE to the lowest compared entry with this formula, charge and spin   25.7 kcal per mole
Orbital gap   9.67 eV
Charge   0
Lowest unoccupied orbital energy   0.9 eV

Results of the Mulliken charge analysis, in e, for atoms 1 through 2: -1.39, 0.14

=====

[2]
C34H46N9O6S2 as an isolated structure, computed with ωB97M-V/def2-TZVPD.

The geometry in XYZ format:
```
97
Properties=species:S:1:pos:R:3:forces:R:3
O 4.162 1.731 -1.404 2.33 0.23 0.08
S 2.837 1.351 -1.667 0.27 0.71 0.29
O 1.999 1.413 -0.485 -1.20 -0.44 0.50
O 2.900 -0.184 -2.078 -0.59 -0.37 0.30
N 2.320 2.202 -2.881 -1.28 -0.49 0.36
S 0.739 1.953 -3.145 0.58 0.26 -0.62
O 0.391 2.598 -4.353 -0.27 1.25 -1.39
O 0.402 0.554 -3.131 -0.16 -1.04 1.04
C -0.178 2.813 -1.860 0.01 0.10 0.39
C -1.296 1.987 -1.320 -0.14 -0.74 -0.20
O -2.323 1.846 -2.284 -0.48 -0.18 0.32
H 1.994 -0.510 -1.904 0.26 -0.09 -0.51
H 0.463 3.059 -1.033 0.55 -0.06 0.20
H -0.517 3.748 -2.271 -0.21 0.26 -0.48
H -1.670 2.397 -0.384 -0.20 0.38 0.20
H -0.889 1.001 -1.102 0.13 -0.26 0.14
H -2.871 1.099 -1.995 0.14 0.38 -0.32
N 0.037 0.590 1.722 -0.09 0.12 -0.18
C -1.231 0.412 2.175 -0.10 -0.02 -0.02
C -1.159 -0.201 3.404 -0.03 -0.06 0.05
C 0.219 -0.391 3.698 -0.01 -0.02 -0.01
C 0.922 0.111 2.632 0.14 -0.10 0.04
H 0.301 1.013 0.844 0.26 -0.01 -0.16
H -2.075 0.736 1.590 0.00 0.06 0.01
H -1.998 -0.484 4.020 0.00 -0.17 -0.05
H 0.639 -0.840 4.582 -0.01 0.01 0.03
H 1.978 0.175 2.435 0.02 0.15 0.01
N 4.322 -1.309 2.899 -0.02 -0.02 -0.05
C 5.062 -2.059 3.778 -0.08 -0.03 -0.02
C 6.382 -1.794 3.539 0.04 0.01 -0.03
C 6.441 -0.845 2.479 0.03 -0.03 0.04
C 5.157 -0.562 2.106 -0.11 0.02 -0.04
H 3.319 -1.304 2.841 -0.01 0.07 0.10
H 4.587 -2.711 4.490 0.00 -0.01 0.02
H 7.215 -2.230 4.064 0.01 -0.01 0.01
H 7.327 -0.419 2.041 0.01 0.01 -0.02
H 4.766 0.099 1.348 0.02 -0.02 -0.04
N -2.787 2.068 5.095 -0.07 -0.04 -0.05
C -3.617 1.787 6.143 0.03 -0.02 -0.02
C -4.075 2.976 6.649 -0.02 0.01 0.01
C -3.499 4.014 5.869 -0.02 0.02 0.00
C -2.711 3.420 4.919 0.02 -0.02 -0.02
H -2.304 1.383 4.534 0.07 0.18 0.05
H -3.811 0.771 6.440 -0.01 -0.01 0.02
H -4.748 3.088 7.483 -0.01 0.00 0.01
H -3.646 5.074 5.992 0.00 0.02 0.00
H -2.105 3.841 4.136 0.02 0.02 0.00
N -4.773 0.184 0.689 0.04 -0.01 0.06
C -5.166 1.334 1.317 0.08 -0.02 0.00
C -6.298 1.785 0.693 -0.04 0.00 0.01
C -6.601 0.869 -0.351 -0.05 -0.01 0.03
C -5.643 -0.108 -0.325 0.04 -0.12 -0.07
H -3.968 -0.363 0.934 -0.02 -0.04 0.02
H -4.610 1.732 2.149 -0.01 0.03 0.01
H -6.847 2.673 0.954 0.00 0.02 0.00
H -7.426 0.924 -1.041 0.00 0.03 -0.03
H -5.502 -0.982 -0.939 0.05 0.03 -0.05
N 3.509 -3.661 0.793 -0.12 0.02 0.05
C 4.256 -4.473 -0.005 0.03 -0.04 0.03
C 3.400 -5.121 -0.859 0.00 -0.10 -0.01
C 2.084 -4.674 -0.564 -0.02 0.00 -0.03
C 2.187 -3.772 0.460 0.04 0.04 0.07
H 3.870 -3.064 1.517 0.15 0.03 -0.08
H 5.326 -4.520 0.099 0.02 0.00 -0.01
H 3.684 -5.837 -1.614 -0.03 -0.09 0.05
H 1.172 -4.976 -1.049 -0.01 0.00 -0.02
H 1.436 -3.200 0.978 -0.02 0.01 -0.01
N 4.919 -3.849 -3.467 0.01 -0.06 -0.04
C 4.723 -2.589 -3.954 -0.03 0.02 0.04
C 5.443 -2.472 -5.114 0.02 -0.02 -0.04
C 6.095 -3.716 -5.335 0.01 0.02 -0.03
C 5.749 -4.545 -4.301 -0.01 -0.01 0.06
H 4.511 -4.207 -2.619 -0.01 0.14 -0.04
H 4.093 -1.884 -3.436 0.05 0.04 -0.02
H 5.495 -1.594 -5.734 -0.01 0.02 0.00
H 6.743 -3.972 -6.158 0.01 0.00 -0.01
H 6.022 -5.565 -4.088 0.02 -0.01 -0.01
N 1.629 6.449 -1.291 -0.02 0.02 -0.03
C 1.462 7.658 -1.913 0.00 0.00 0.06
C 2.090 7.588 -3.127 0.02 -0.01 -0.02
C 2.653 6.286 -3.242 0.01 0.09 -0.04
C 2.350 5.607 -2.095 0.00 -0.04 0.16
H 1.276 6.214 -0.382 0.00 -0.02 0.00
H 0.915 8.456 -1.441 -0.01 0.02 -0.01
H 2.139 8.381 -3.855 -0.01 0.01 -0.02
H 3.213 5.892 -4.071 -0.02 -0.04 -0.02
H 2.582 4.602 -1.784 0.03 -0.03 -0.10
N -7.572 -3.207 -1.384 0.01 0.07 -0.02
C -6.715 -4.159 -0.906 -0.01 0.05 0.04
C -7.008 -5.340 -1.533 0.00 -0.03 -0.01
C -8.083 -5.088 -2.428 0.00 -0.03 -0.01
C -8.406 -3.762 -2.313 -0.01 0.04 0.03
H -7.586 -2.245 -1.095 0.00 0.00 0.04
H -5.974 -3.916 -0.164 0.01 -0.01 0.02
H -6.508 -6.279 -1.370 0.01 -0.01 0.00
H -8.562 -5.797 -3.080 0.00 -0.01 -0.02
H -9.154 -3.170 -2.811 -0.02 0.00 -0.02
```
Forces are in eV/Å.

## Properties
Orbital gap   7.89 eV
Charge   -1
Lowest unoccupied orbital energy   1.9 eV

Results of the Mulliken charge analysis, in e, for atoms 1 through 2: -0.70, 0.94

=====

[3]
C5H7NO as an isolated structure, computed with ωB97M-V/def2-TZVPD.

The geometry in XYZ format:
```
14
Properties=species:S:1:pos:R:3:forces:R:3
C -1.616 0.097 -0.029 0.07 0.40 0.37
C 0.403 -1.220 -1.024 2.53 -3.96 -4.83
C 0.301 -0.800 1.130 2.04 2.94 -1.43
C -0.262 0.256 0.106 0.09 2.75 6.12
C 0.390 1.596 -0.073 -1.68 0.22 1.09
N -2.713 -0.263 -0.017 -1.18 -0.11 -0.37
O 0.909 -1.716 0.171 -0.69 0.89 -2.05
H -0.605 -1.468 -1.416 0.63 -0.18 0.93
H 1.023 -0.786 -1.903 -0.26 -0.81 2.15
H 1.120 -0.442 1.839 -1.12 -0.13 -1.07
H -0.478 -1.217 1.655 -1.69 -1.32 1.18
H 1.405 1.626 -0.313 1.84 -0.54 -0.04
H 0.208 2.326 0.787 0.15 -1.18 -0.85
H -0.085 2.010 -0.913 -0.74 1.04 -1.22
```
Forces are in eV/Å.

## Properties
Spin multiplicity   3
ΔE to the lowest compared entry with this formula, charge and spin   53.3 kcal per mole
Orbital gap (alpha / beta)   6.79 / 8.07 eV
Charge   0
Lowest unoccupied orbital energy (alpha / beta)   0.7 / -2.5 eV

Results of the Mulliken charge analysis, in e, for atoms 1 through 2: 0.21, -0.57

=====

[4]
C43H34Br2F9P2Ti as an isolated structure, computed with ωB97M-V/def2-TZVPD.

The geometry in XYZ format:
```
91
Properties=species:S:1:pos:R:3:forces:R:3
Ti -0.400 -0.389 0.303 1.33 0.38 -0.22
Br -0.633 -2.548 -0.809 -0.17 0.09 0.03
C -2.342 -0.672 1.133 -0.35 -0.85 0.93
Br -0.604 2.050 0.736 -0.09 -0.31 -0.11
H -2.827 0.052 1.789 -0.06 0.16 -0.22
H -3.059 -1.334 0.663 -0.23 0.40 -0.51
C -0.596 -2.182 5.622 0.01 -0.02 -0.06
C -1.043 -0.757 5.407 0.07 0.03 0.07
C -1.690 -0.119 6.460 0.02 0.05 -0.08
C -2.090 1.205 6.375 -0.02 0.00 0.04
C -1.841 1.937 5.227 0.03 -0.06 -0.06
C -1.208 1.324 4.157 -0.09 -0.03 0.05
C -0.820 -0.015 4.229 -0.08 -0.01 0.16
P 0.015 -0.709 2.789 -0.30 -0.06 -0.31
C -0.717 -2.379 2.640 -0.33 0.26 0.05
C -2.122 -2.268 2.481 0.24 0.05 -0.30
C -2.911 -3.372 2.149 0.14 0.13 0.04
C -2.291 -4.594 1.956 -0.06 0.15 0.11
C -0.923 -4.690 2.138 0.16 0.02 0.03
C -0.104 -3.602 2.488 0.02 -0.44 -0.03
C 1.373 -3.839 2.622 0.08 0.06 0.01
C 1.756 -0.713 3.092 0.28 0.14 0.35
C 2.379 -0.678 4.341 0.09 -0.04 -0.12
C 3.760 -0.685 4.401 -0.03 -0.03 -0.16
C 4.501 -0.723 3.219 -0.08 0.00 0.10
C 3.873 -0.727 1.985 0.01 -0.02 0.02
C 2.482 -0.696 1.911 0.10 0.06 -0.23
C 1.740 -0.590 0.615 -0.72 -0.09 -0.02
H -0.470 -2.363 6.688 -0.01 -0.02 0.01
H 0.354 -2.414 5.140 -0.01 0.04 -0.02
H -1.330 -2.900 5.251 -0.05 0.00 0.00
H -1.867 -0.673 7.372 -0.01 -0.01 0.04
H -2.586 1.667 7.217 -0.02 0.02 0.03
H -2.135 2.974 5.159 -0.02 0.06 0.00
H -1.016 1.882 3.252 -0.01 0.02 0.06
H -2.619 -1.370 2.862 -0.04 -0.11 0.38
H -3.985 -3.270 2.074 -0.03 0.02 -0.08
H -2.868 -5.465 1.687 -0.02 -0.06 -0.01
H -0.447 -5.652 1.996 0.02 -0.04 -0.01
H 1.563 -4.873 2.905 0.00 -0.04 -0.02
H 1.843 -3.191 3.359 -0.06 -0.08 -0.03
H 1.871 -3.660 1.665 0.02 0.01 -0.01
H 1.795 -0.648 5.250 -0.05 0.04 0.04
H 4.261 -0.664 5.357 0.04 0.01 0.05
H 5.581 -0.724 3.270 0.05 -0.01 -0.01
H 4.462 -0.722 1.077 0.02 0.00 -0.04
H 2.051 -1.326 -0.133 0.05 0.13 0.04
H 1.831 0.423 0.190 0.22 -0.05 -0.02
F 0.695 -1.067 -8.714 0.05 0.05 0.01
C -0.324 -1.533 -7.975 0.01 0.01 0.05
F -0.310 -2.867 -8.070 0.00 -0.08 0.05
F -1.456 -1.101 -8.554 -0.05 0.05 0.02
C -0.225 -1.057 -6.546 -0.03 0.04 -0.14
C -0.151 -1.948 -5.498 0.02 -0.01 0.14
C -0.064 -1.475 -4.188 0.06 0.11 -0.11
C -0.058 -0.115 -3.932 0.08 0.21 -0.24
C -0.129 0.779 -5.012 -0.02 -0.05 0.09
C -0.212 0.315 -6.305 0.02 -0.02 -0.04
P 0.025 0.659 -2.271 -0.45 -0.19 0.05
C -1.458 1.704 -2.375 -0.11 0.12 0.00
C -2.662 1.028 -2.163 0.04 -0.04 -0.05
C -3.856 1.721 -2.115 -0.06 0.04 -0.04
C -3.858 3.101 -2.284 -0.02 -0.01 0.07
C -2.674 3.774 -2.532 -0.01 0.00 -0.01
C -1.476 3.074 -2.582 0.02 -0.03 -0.04
C -5.153 3.861 -2.146 0.06 -0.01 -0.10
F -5.433 4.116 -0.856 0.04 0.00 0.12
F -6.188 3.165 -2.637 -0.05 -0.07 -0.05
F -5.115 5.037 -2.783 0.03 0.03 -0.03
C 1.533 1.652 -2.376 0.33 -0.04 0.03
C 1.745 2.832 -1.662 0.00 -0.02 -0.10
C 3.008 3.403 -1.610 -0.01 0.04 0.01
C 4.070 2.797 -2.259 0.10 -0.04 0.01
C 3.873 1.632 -2.987 -0.04 0.01 -0.02
C 2.613 1.064 -3.044 0.01 0.07 0.02
C 5.469 3.350 -2.137 -0.06 0.04 -0.09
F 5.476 4.628 -1.740 -0.04 0.05 0.04
F 6.129 3.284 -3.302 -0.01 -0.03 -0.03
F 6.185 2.649 -1.239 -0.01 -0.04 0.05
H -0.154 -3.011 -5.689 0.00 -0.04 0.00
H 0.005 -2.179 -3.383 0.00 -0.20 0.23
H -0.121 1.848 -4.836 0.00 0.00 0.00
H -0.268 1.012 -7.130 0.00 0.01 -0.03
H -2.666 -0.055 -2.067 0.00 0.03 0.05
H -4.789 1.196 -1.963 -0.02 -0.02 0.02
H -2.682 4.843 -2.686 -0.01 0.05 -0.01
H -0.559 3.610 -2.781 0.03 0.04 0.00
H 0.932 3.312 -1.142 0.00 0.01 0.06
H 3.162 4.319 -1.060 0.01 0.03 0.02
H 4.697 1.174 -3.515 0.04 -0.02 0.01
H 2.476 0.156 -3.618 -0.02 -0.02 0.01
```
Forces are in eV/Å.

## Properties
Orbital gap   6.62 eV
Charge   +1
Lowest unoccupied orbital energy   -4.7 eV

Results of the Mulliken charge analysis, in e, for atoms 1 through 2: -0.26, -0.50

=====

Here are the calculated electronic energy numbers, same order: -363.746218; -3063.813187; -324.462876; -9237.851017 (Ha).